# 1
Formula: C16H54F3N24O14
Source: OMol25
Level of theory: wB97M-V/def2-TZVPD

Calculated values
Molar mass = 863.756 g/mol
Spin multiplicity = 1
ΔE to the lowest compared entry with this formula, charge and spin = 322.1 kcal/mol
Total charge = -1
Highest occupied orbital energy = -4.0 eV
Frontier orbital gap = 5.344 eV
LUMO level = 1.3809 eV

XYZ file:
```
111
Properties=species:S:1:pos:R:3:forces:R:3:lowdin_charge:R:1
C 8.5187 15.7466 -24.5469 -1.1 6.0 1.3 -0.477
O 8.0883 15.1391 -23.3413 1.4 -2.7 2.2 -0.139
O 8.4509 17.1454 -24.3211 1.1 -2.4 -1.2 -0.318
C 9.8955 15.2099 -25.0497 -2.6 2.2 -1.9 -0.594
F 9.9160 15.0102 -26.4204 -0.2 0.2 0.2 0.068
F 10.9196 16.0445 -24.8435 0.2 -0.9 0.8 0.136
F 9.9785 14.0237 -24.5537 2.1 -2.5 1.0 0.157
C 9.0204 15.0294 -22.2132 -2.2 -0.4 1.5 -0.212
C 8.2444 14.3403 -20.9747 -0.6 1.6 -1.0 -0.083
H 7.4007 14.9380 -20.6298 -0.1 0.5 -0.3 0.047
H 7.7334 13.4118 -21.2292 0.7 -0.3 -0.2 0.053
H 8.8394 14.2711 -20.0641 0.5 -0.4 -0.3 0.053
H 9.3327 16.0364 -21.9366 0.1 0.0 0.0 0.104
H 9.8890 14.3720 -22.2488 0.1 0.1 -1.2 0.093
H 7.6633 15.5239 -25.1848 0.4 -0.9 -0.9 0.119
C 16.4104 11.8537 -25.8558 -0.3 1.2 3.6 -0.749
O 16.5139 12.6370 -24.9034 0.3 -0.9 -0.9 0.012
N 16.4625 10.5364 -25.8640 0.6 -3.8 0.1 0.147
N 16.0685 12.1927 -27.0664 -0.8 3.5 -3.5 0.140
H 16.5992 9.8452 -25.1404 0.1 0.8 0.0 0.118
H 16.3251 10.2207 -26.8135 0.2 -1.1 0.9 0.094
H 15.9828 11.5607 -27.8496 0.0 0.6 0.2 0.112
H 15.9586 13.1889 -27.1914 -0.1 -0.3 -0.5 0.125
C 9.8726 22.4142 -20.7065 2.5 0.9 0.7 -0.788
O 10.4168 23.2082 -19.9836 0.3 1.3 1.6 0.032
N 9.5534 21.1822 -20.3516 -1.2 -2.0 1.4 0.157
N 9.7739 22.5780 -21.9997 -2.0 -0.4 -5.2 0.152
H 9.6382 20.9749 -19.3668 -0.3 -0.3 -0.4 0.117
H 9.1393 20.5628 -21.0335 0.1 -0.3 0.7 0.111
H 9.1951 21.8837 -22.4504 0.2 0.1 -0.2 0.099
H 10.1847 23.1512 -22.7227 0.3 0.6 1.3 0.120
C 2.8835 17.2015 -21.4176 -0.5 2.6 1.2 -0.859
O 1.9475 17.5876 -20.7862 -2.4 0.8 1.6 0.057
N 3.9757 17.8778 -21.6477 3.1 4.4 0.5 0.150
N 3.0317 16.1204 -22.0322 -0.7 -7.5 -3.1 0.167
H 3.8388 18.8580 -21.4462 0.8 0.0 -0.2 0.118
H 4.5925 17.5739 -22.3875 0.1 0.9 0.2 0.112
H 2.2988 15.4255 -22.0216 0.5 -0.1 0.0 0.132
H 3.9697 15.9638 -22.3722 -0.7 -1.1 -0.2 0.120
C 1.4773 10.1522 -17.8456 -0.9 2.6 -4.5 -0.738
O 0.8682 10.3111 -18.9289 0.7 -0.6 1.9 -0.004
N 2.3286 11.0628 -17.3666 1.7 1.9 0.9 0.144
N 1.4155 9.1155 -17.0802 -0.9 -4.3 2.5 0.154
H 2.7006 11.8075 -17.9385 -0.4 -0.3 0.0 0.117
H 2.8717 10.8304 -16.5474 0.0 0.2 -0.3 0.094
H 0.8227 8.3324 -17.3156 0.1 0.4 -0.1 0.123
H 1.9466 9.0289 -16.2255 -0.2 0.1 -0.3 0.109
C 13.1502 9.1777 -31.9953 3.0 3.1 2.8 -0.808
O 14.1196 9.3838 -31.2732 0.1 -0.7 0.5 0.023
N 13.0173 8.2492 -32.8415 0.7 -6.1 -4.3 0.164
N 12.1584 10.0206 -32.1195 -3.4 3.4 0.0 0.147
H 13.8017 7.6416 -33.0302 -0.2 0.1 0.2 0.129
H 12.2428 8.1675 -33.4846 0.1 0.0 0.4 0.121
H 12.2264 10.8991 -31.6259 0.1 -0.2 0.0 0.119
H 11.8660 10.1078 -33.0822 -0.4 0.4 0.4 0.104
C 13.7470 16.3606 -33.2030 -1.6 1.1 0.0 -0.846
O 14.5399 16.6756 -32.4154 5.1 1.0 3.6 0.093
N 12.5040 16.7566 -33.0093 -4.2 0.5 0.2 0.147
N 13.9275 15.7626 -34.3410 0.1 -2.5 -3.9 0.166
H 11.7608 16.5108 -33.6475 0.0 0.2 0.3 0.097
H 12.2572 17.1623 -32.1179 0.1 -0.2 -0.3 0.120
H 13.0740 15.3865 -34.7284 0.7 -0.1 -0.6 0.102
H 14.8150 15.5952 -34.7932 -0.3 0.0 0.5 0.122
C 16.3394 19.6535 -24.3348 -0.4 2.9 -1.8 -0.844
O 17.1007 20.2260 -25.0586 2.8 1.2 -1.5 0.037
N 16.4265 18.4314 -23.9984 0.6 -5.4 1.5 0.179
N 15.2536 20.2750 -23.9284 -2.3 1.2 1.5 0.155
H 15.6751 18.0270 -23.4582 0.5 -0.4 -0.2 0.118
H 17.0706 17.8585 -24.5248 -0.3 -0.1 0.3 0.130
H 14.4677 19.6999 -23.6605 -0.2 1.0 0.1 0.108
H 15.2789 21.2747 -24.0699 -0.7 -0.4 0.0 0.117
C 3.6907 10.2787 -24.9070 -1.1 -4.5 -2.4 -0.835
O 3.2061 9.2524 -25.3808 0.2 -1.1 1.3 0.021
N 3.1851 11.4050 -25.1170 -4.6 8.2 -1.5 0.147
N 4.8272 10.4561 -24.3488 5.6 -2.3 2.6 0.170
H 3.8083 12.1712 -25.3283 -0.5 0.1 0.3 0.120
H 2.1941 11.5780 -25.2063 0.4 -0.4 -0.5 0.126
H 5.2447 11.3420 -24.1018 -0.3 -0.4 0.1 0.125
H 5.3568 9.6004 -24.2632 0.5 0.4 0.1 0.124
C 4.3608 22.1300 -27.6407 -1.7 3.4 0.1 -0.817
O 3.5942 23.0709 -27.6968 -1.2 0.8 -1.2 0.022
N 5.3788 21.8871 -28.4048 2.8 -0.8 -2.2 0.168
N 4.3231 21.3189 -26.6345 -0.7 -2.7 3.2 0.152
H 5.9387 21.1876 -27.9384 0.8 0.1 -1.7 0.108
H 5.5023 22.2827 -29.3258 0.3 -0.2 0.5 0.126
H 3.4989 21.4389 -26.0632 0.7 -0.3 0.5 0.127
H 5.1624 20.8013 -26.4161 -0.9 -0.3 0.7 0.114
C 10.8729 7.0772 -18.0747 -0.9 1.5 -0.1 -0.896
O 11.0930 7.7492 -19.0088 -0.7 3.5 -4.8 0.084
N 9.8531 7.0613 -17.2726 -3.7 0.7 1.3 0.171
N 11.7809 6.3320 -17.6475 6.1 -5.7 2.8 0.159
H 9.9341 6.4085 -16.5062 -1.3 0.7 -0.1 0.109
H 9.0974 7.6592 -17.5754 -0.3 -0.4 0.9 0.128
H 11.5975 5.7690 -16.8292 0.8 -0.3 -0.4 0.111
H 12.5668 6.1526 -18.2559 -0.1 0.0 0.5 0.135
C 5.3366 16.0100 -13.1188 -0.2 0.2 -1.3 -0.780
O 5.5010 16.9896 -13.7766 0.4 1.9 -0.7 0.083
N 4.2481 15.6286 -12.4842 -4.4 0.6 2.6 0.134
N 6.0856 14.9351 -13.0618 4.5 -3.5 0.1 0.136
H 3.5412 16.3105 -12.2488 0.2 -0.1 0.0 0.118
H 4.3912 14.8778 -11.8240 -0.9 0.5 0.0 0.095
H 7.0360 14.8481 -13.3926 -0.3 0.6 -0.1 0.120
H 5.8643 14.2916 -12.3155 0.6 -0.1 -0.5 0.094
C 10.5961 6.3555 -25.4359 2.3 0.5 -0.4 -0.875
O 10.4168 5.4007 -26.1148 -0.7 -2.4 -3.1 0.069
N 10.1036 6.4850 -24.2864 -4.7 -1.2 6.6 0.160
N 11.4669 7.3119 -25.6030 3.0 2.0 -3.3 0.160
H 10.4668 7.0607 -23.5403 -0.2 -0.3 -0.3 0.124
H 9.5804 5.6411 -24.1017 -0.2 0.4 1.1 0.127
H 11.7821 7.2603 -26.5612 0.7 1.1 0.2 0.118
H 11.5528 8.1053 -24.9840 0.0 -0.1 -0.7 0.117
```
Positions in Å, forces in eV/Å.

***

# 2
Formula: C4H8
Source: OMol25
Level of theory: wB97M-V/def2-TZVPD

Calculated values
Molar mass = 56.108 g/mol
Spin multiplicity = 1
ΔE to the lowest compared entry with this formula, charge and spin = 33.3 kcal/mol
SMILES = C=C.C=C
Total charge = 0
Highest occupied orbital energy = -10.1 eV
Frontier orbital gap = 11.449 eV
LUMO level = 1.3043 eV

XYZ file:
```
12
Properties=species:S:1:pos:R:3:forces:R:3:nbo_charge:R:1
C 0.5329 4.0313 0.8748 -0.2 -0.1 0.2 -0.389
C 1.3530 4.3870 -0.1014 0.3 -0.3 -0.3 -0.389
H 0.9274 3.5320 1.7671 -0.3 0.3 -0.3 0.194
H -0.5495 4.1938 0.8185 0.5 -0.1 0.0 0.195
H 2.4234 4.1718 -0.0059 -0.4 0.2 -0.2 0.193
H 1.0016 4.8142 -1.0476 0.2 0.0 0.5 0.196
C -0.7869 -4.8292 -0.4966 0.0 0.6 0.4 -0.390
C -1.1209 -3.5454 -0.3106 0.0 -0.6 0.0 -0.389
H -1.3878 -5.5478 -1.0655 0.2 0.4 0.2 0.197
H 0.1266 -5.1970 -0.0154 -0.4 0.0 -0.3 0.193
H -2.0405 -3.1099 -0.7180 0.4 -0.2 0.1 0.195
H -0.4793 -2.9008 0.3008 -0.3 -0.2 -0.3 0.195
```
Positions in Å, forces in eV/Å.

***

# 3
Formula: C15H31ClO4P2Sn
Source: OMol25
Level of theory: wB97M-V/def2-TZVPD

Calculated values
Molar mass = 491.521 g/mol
Spin multiplicity = 1
ΔE to the lowest compared entry with this formula, charge and spin = 0.0 kcal/mol
Total charge = 0
Highest occupied orbital energy = -7.6 eV
Frontier orbital gap = 6.104 eV
LUMO level = -1.4910 eV

XYZ file:
```
54
Properties=species:S:1:pos:R:3:forces:R:3:nbo_charge:R:1
P -1.1405 -1.9336 1.1625 -0.1 0.2 0.3 0.882
P -0.9051 2.0265 2.0803 2.9 -3.1 0.1 1.945
C -1.2148 -0.2618 0.1212 0.1 -0.6 0.2 -0.747
C -0.6844 1.1881 0.4345 -0.6 0.9 0.4 -0.771
H -2.3082 -0.1577 -0.0671 0.7 -0.4 -0.1 0.229
H -0.6933 -0.6874 -0.7592 -0.7 1.0 0.0 0.254
H 0.3790 1.3119 0.1077 -1.0 0.1 0.6 0.201
H -1.2709 1.9276 -0.1472 0.5 -0.8 -0.4 0.228
C -2.6706 2.2774 2.1181 -0.8 0.4 0.4 -1.031
H -3.0335 2.7105 3.0652 0.2 -0.2 -0.3 0.268
H -3.1662 1.3075 1.9582 0.2 0.3 0.1 0.260
H -2.9500 2.9635 1.2995 0.1 -0.2 0.3 0.245
C 0.0431 3.5516 2.1759 0.0 0.8 -0.3 -1.019
H -0.1452 4.3291 1.4230 -0.1 -0.2 0.1 0.231
H 1.1077 3.2592 2.1545 -0.5 0.0 0.0 0.277
H -0.1301 3.9770 3.1786 0.0 -0.2 -0.3 0.280
C -2.2415 -2.8957 0.1024 -0.5 0.4 -0.7 -0.976
H -2.3753 -3.7901 0.7267 -0.4 0.1 -0.5 0.243
H -1.7558 -3.1510 -0.8518 -0.7 0.0 0.1 0.193
H -3.1513 -2.3104 -0.0519 -0.3 -0.6 0.0 0.221
C 0.2963 -2.9813 0.4690 0.4 -0.3 -0.2 -0.956
H 0.8932 -2.3872 -0.2310 -0.1 -0.3 0.4 0.199
H -0.1041 -3.8082 -0.1516 0.2 0.4 0.4 0.220
H 0.9816 -3.4511 1.1947 -0.5 0.5 0.0 0.237
Sn 2.0592 -0.3597 1.0115 -1.6 -0.4 3.8 1.333
C 1.0121 1.2550 -2.0782 -0.5 0.6 -1.1 -0.233
C -0.3347 1.2805 -2.2337 0.7 1.7 -1.6 -0.146
C -1.1202 0.3898 -3.1548 0.2 0.3 -0.4 -0.445
C -0.4407 -0.9700 -3.4477 -0.3 -0.2 -0.6 -0.472
C 0.4070 -1.6245 -2.3762 0.9 -0.8 -0.3 -0.166
C 1.7064 -1.3735 -2.0653 -0.9 -1.8 -1.5 -0.229
C 2.5666 -0.5525 -2.9645 1.0 0.2 0.2 -0.457
C 1.8958 0.7907 -3.2258 0.0 -0.2 0.2 -0.441
C 0.7155 -1.2955 2.7994 1.1 -1.1 0.7 -1.260
H 1.5575 1.6704 -1.2114 -0.4 0.5 -0.9 0.196
H -0.9491 2.1631 -1.9798 0.5 -0.9 1.0 0.207
H -1.3455 0.8689 -4.1403 0.1 -0.2 0.7 0.230
H -2.0997 0.2819 -2.6489 0.4 -0.3 -0.3 0.221
H -1.2441 -1.6877 -3.6280 0.0 0.1 -0.2 0.225
H 0.0825 -0.8577 -4.4176 0.1 -0.3 0.6 0.217
H -0.0685 -2.5595 -2.0243 0.4 1.0 0.4 0.221
H 2.2566 -2.0485 -1.3875 -0.5 0.2 -0.4 0.206
H 2.7443 -1.0270 -3.9576 -0.1 -0.1 0.8 0.225
H 3.5589 -0.4861 -2.4644 -0.5 0.4 -0.5 0.213
H 2.6556 1.5498 -3.3937 0.1 0.2 0.1 0.233
H 1.3470 0.7488 -4.1792 0.0 0.1 0.5 0.208
H 1.4438 -1.0201 3.5652 -0.2 -0.4 -0.6 0.270
H 0.5369 -2.3878 2.9199 0.4 0.7 -0.5 0.187
H -0.1667 -0.7224 3.1349 0.7 -0.5 -0.7 0.304
O 0.8125 0.2807 5.4282 1.6 1.1 -0.9 -0.824
Cl 2.1260 0.9063 5.0238 0.1 -0.3 0.9 1.788
O 2.0486 2.3993 4.9668 -0.4 -1.3 -0.7 -0.849
O 2.6297 0.3136 3.6517 0.1 1.6 0.3 -0.964
O -0.1537 1.0592 2.9655 -1.7 2.0 0.2 -1.109
```
Positions in Å, forces in eV/Å.